Here is a cluster of 5 separate species, C27H64B3N2O17P in total at a distorted geometry from OMol25. Energies are from ωB97M-V with the def2-TZVPD basis set.

- HOMO-LUMO gap (eV) = 8.893
- highest occupied orbital energy (eV) = -8.81
- SMILES = CP(O)B1OB(CN)OB(OC#N)O1.COCCOCCOC.COCCOCCOC.COCCOCCOC.COCCOCCOC

The geometry in XYZ format:
```
114
Properties=species:S:1:pos:R:3:forces:R:3
C 0.59336 1.76659 1.07494 0.3 0.2 -0.1
P -0.22783 2.05584 -0.55706 -0.4 -0.7 -0.4
O -1.67904 2.76556 -0.18482 0.1 0.3 -0.1
B 0.79488 3.47438 -1.30340 0.0 0.0 -0.5
O 2.09515 3.23992 -1.71014 0.1 0.3 0.9
B 2.92069 4.36115 -1.73393 -0.2 -0.3 -0.8
C 4.29967 4.40161 -1.00202 0.1 0.0 0.0
N 5.28263 3.52583 -1.67679 0.0 -0.1 0.4
O 2.34844 5.48486 -2.34710 0.1 0.5 1.0
B 1.12620 5.75736 -1.80853 -0.3 -0.3 -0.7
O 0.76395 7.09701 -1.50341 -0.2 -0.2 -0.3
C 1.39441 7.57903 -0.49302 0.1 -0.1 0.0
N 1.95586 7.92985 0.44669 0.1 0.3 0.2
O 0.24647 4.75520 -1.50041 0.2 0.1 0.5
H 0.96621 0.74117 1.08970 -0.1 0.1 0.1
H 1.42333 2.44449 1.28668 -0.1 0.0 0.1
H -0.17538 1.88744 1.84087 0.1 0.0 0.0
H -1.65563 3.72813 -0.24727 0.0 0.0 0.1
H 4.12120 4.11786 0.05048 0.0 0.0 -0.1
H 4.67284 5.42877 -0.97859 0.0 -0.1 -0.1
H 6.15721 3.57383 -1.16324 0.0 0.0 -0.1
H 4.97934 2.56144 -1.57450 0.0 0.0 -0.2
C -2.84804 8.70987 7.60224 -0.1 -0.1 0.0
O -2.87730 8.88422 6.20587 0.1 0.1 0.0
C -3.34335 10.16866 5.83767 0.0 -0.1 0.0
C -3.01573 10.46433 4.39188 -0.1 0.1 0.0
O -1.67753 10.87942 4.17913 0.0 0.0 0.0
C -0.68943 9.86072 4.17642 0.1 0.0 0.0
C -0.63427 9.06050 2.89673 0.0 -0.1 0.0
O -1.65480 8.07325 2.87207 -0.1 0.1 -0.1
C -1.85944 7.58131 1.57044 0.0 -0.1 0.0
H -3.84481 8.83255 8.04327 0.0 0.0 0.0
H -2.49840 7.69829 7.79858 0.0 0.0 0.0
H -2.16369 9.42250 8.07770 0.0 0.0 0.0
H -2.88325 10.93516 6.47486 0.0 0.0 0.0
H -4.43392 10.21236 5.97230 0.0 0.1 0.0
H -3.62896 11.31398 4.08438 0.0 0.0 0.0
H -3.27312 9.60879 3.76267 0.0 0.0 0.1
H -0.80312 9.19525 5.03561 0.0 0.0 0.0
H 0.26131 10.38811 4.27384 0.0 0.0 0.0
H 0.34471 8.57119 2.81639 0.0 0.0 -0.1
H -0.75293 9.73894 2.04213 0.0 0.0 0.0
H -2.18108 8.38269 0.89411 0.0 0.0 0.0
H -2.64037 6.82400 1.61474 0.0 0.0 0.0
H -0.94306 7.12886 1.17049 0.0 0.0 0.0
C -2.34893 -4.84688 4.29480 0.0 0.0 0.0
O -2.18373 -4.31600 2.99852 0.1 0.0 0.2
C -2.15969 -2.90008 3.01040 0.0 -0.1 -0.2
C -1.60427 -2.38808 1.70163 0.0 0.2 -0.1
O -0.18839 -2.43498 1.61200 0.0 0.0 0.0
C 0.39184 -3.70945 1.37969 0.1 0.0 0.0
C 0.25482 -4.20071 -0.04351 -0.1 -0.1 0.0
O -1.03213 -4.75126 -0.25653 0.0 0.1 0.0
C -1.32691 -4.90556 -1.62505 0.0 -0.1 0.0
H -3.28392 -4.49855 4.74987 0.0 0.0 0.0
H -2.37961 -5.93079 4.20851 0.0 0.0 0.0
H -1.51066 -4.56663 4.94305 0.0 0.0 0.0
H -1.54411 -2.53680 3.84298 0.0 0.0 0.0
H -3.18221 -2.51666 3.13664 0.0 0.0 0.1
H -1.85703 -1.32876 1.61960 0.0 0.0 0.0
H -2.07023 -2.91422 0.86541 0.0 -0.1 0.1
H -0.00166 -4.45753 2.07140 0.0 0.0 0.0
H 1.45555 -3.57628 1.58629 0.0 0.0 0.0
H 1.01485 -4.97331 -0.22851 0.0 0.0 0.0
H 0.43072 -3.36607 -0.73469 0.0 0.0 0.0
H -1.33067 -3.93898 -2.14230 0.0 0.0 0.0
H -2.31757 -5.35066 -1.69785 0.0 0.0 0.0
H -0.60469 -5.56661 -2.11913 0.0 0.0 0.0
C 5.66757 3.64486 -5.43226 0.0 -0.1 0.1
O 5.50685 2.33312 -5.92467 0.1 0.0 0.0
C 5.13500 2.31389 -7.28834 0.0 0.0 0.1
C 5.33222 0.93558 -7.87658 -0.1 0.0 -0.1
O 6.67667 0.64736 -8.22443 0.0 0.0 0.0
C 7.54671 0.30210 -7.15952 0.1 0.0 0.0
C 7.38124 -1.11812 -6.66902 0.0 0.0 0.1
O 6.27190 -1.22278 -5.79603 -0.1 0.0 -0.1
C 5.87784 -2.55928 -5.59674 0.0 0.0 0.1
H 4.73722 4.21942 -5.52602 0.0 0.0 0.0
H 5.92718 3.57199 -4.37834 0.0 0.0 0.0
H 6.46582 4.17130 -5.96908 0.0 0.0 0.0
H 5.73604 3.03706 -7.85515 0.0 0.0 0.0
H 4.07511 2.59284 -7.38278 0.0 0.1 0.0
H 4.78071 0.89682 -8.81815 0.0 0.0 0.0
H 4.92288 0.17556 -7.20672 0.0 0.0 0.1
H 7.45509 1.00387 -6.32712 0.0 0.0 0.0
H 8.55244 0.39051 -7.57531 0.0 0.0 0.0
H 8.29381 -1.41954 -6.13467 0.0 0.0 0.0
H 7.24745 -1.78370 -7.53172 0.0 0.0 0.0
H 5.55983 -3.02495 -6.53705 0.0 0.0 0.0
H 5.03948 -2.55371 -4.90294 0.0 0.0 0.0
H 6.69005 -3.15788 -5.16643 0.0 0.0 0.0
C -4.22007 -6.54029 1.97734 -0.1 -0.1 0.0
O -4.67587 -7.77904 1.47615 0.1 0.0 0.0
C -4.16838 -8.03513 0.18143 -0.1 0.0 0.1
C -4.34083 -9.49169 -0.18372 0.0 0.0 -0.1
O -3.35808 -10.34482 0.38119 0.0 0.0 0.0
C -3.52073 -10.68046 1.74878 0.1 0.0 0.1
C -4.56826 -11.74103 1.99967 -0.1 0.0 0.1
O -5.86660 -11.17852 1.98364 0.0 0.0 -0.1
C -6.86920 -12.15941 1.86723 0.0 0.0 0.1
H -4.52798 -5.71138 1.32942 0.1 0.0 0.0
H -4.66176 -6.40030 2.96260 0.0 0.0 0.0
H -3.13031 -6.52974 2.06746 0.0 0.1 -0.1
H -3.10270 -7.77406 0.13431 0.0 0.0 0.0
H -4.71003 -7.41806 -0.55125 0.1 0.0 0.0
H -4.20491 -9.57965 -1.26365 0.0 0.0 0.0
H -5.35031 -9.82824 0.06437 0.0 0.0 0.1
H -3.72597 -9.79423 2.35408 -0.1 0.0 0.0
H -2.55705 -11.09193 2.05615 0.0 0.0 0.0
H -4.38298 -12.19997 2.98174 0.0 -0.1 0.0
H -4.48381 -12.51977 1.23038 0.0 0.0 0.0
H -6.77554 -12.71443 0.92620 0.0 0.0 0.0
H -7.83010 -11.64911 1.88378 0.0 0.0 0.0
H -6.83235 -12.87248 2.69991 0.0 0.0 0.0
```
Positions in Å, forces in eV/Å.

---

Here is a structure of composition C8H30AlO8 at a distorted geometry from OMol25. Energies are from ωB97M-V with the def2-TZVPD basis set.

- HOMO-LUMO gap (eV) = 3.398
- highest occupied orbital energy (eV) = -11.93
- charge = +1

The geometry in XYZ format:
```
47
Properties=species:S:1:pos:R:3:forces:R:3
Al 1.08260 -0.73632 22.52164 1.9 4.2 -1.4
C 2.99498 0.65313 21.02180 -0.3 -0.4 0.0
O 2.85614 -0.64687 21.62082 -2.9 0.1 1.5
H 2.38889 1.44986 21.45306 0.7 -1.3 -0.6
H 4.04289 0.90991 21.17687 -2.0 1.1 0.7
H 2.83062 0.66642 19.94434 -0.1 -0.4 1.7
C 1.51139 2.21252 22.79981 -1.2 1.0 0.1
O 0.43926 1.32103 22.51361 0.9 -3.1 0.1
H 1.96577 2.60260 21.88906 0.0 -0.2 -0.2
H 1.17618 3.21058 23.08198 -0.7 -0.4 1.6
H 2.26844 1.74254 23.42759 0.1 0.6 0.2
C 4.38276 2.96626 21.65071 -0.5 -0.8 0.1
O 5.63384 3.38971 22.10345 0.2 0.8 -0.1
H 4.10457 2.04917 22.16997 -0.1 1.6 0.9
H 3.58632 3.70546 21.73651 0.5 0.4 0.3
H 4.36220 2.57223 20.63462 0.4 1.1 -0.1
H 6.31487 2.85555 21.68815 0.1 0.1 -0.1
C 0.26162 0.64708 19.37390 -0.2 2.1 0.6
O -0.83142 -0.24284 19.54972 0.8 0.0 0.1
H 0.20334 1.50855 20.03914 -0.7 0.5 -0.1
H 1.21191 0.21784 19.69142 -2.0 1.8 -0.3
H 0.35613 0.98896 18.34323 -0.4 -0.1 0.0
H -0.93025 -0.29538 20.50318 -0.7 0.0 0.1
C 4.16024 1.58753 18.25584 1.0 0.1 -0.2
O 5.30927 1.79812 19.14907 -1.1 0.4 -1.2
H 4.41630 0.77300 17.57829 -0.3 -0.2 0.1
H 3.31407 1.32626 18.89132 0.7 0.7 -1.0
H 3.85977 2.39886 17.59284 0.4 0.5 0.4
H 5.89635 2.45276 18.76386 0.1 0.1 -0.1
C 5.82211 -0.81992 19.54615 0.1 -0.9 -0.3
O 4.99854 -0.71773 20.73100 1.4 -1.1 -5.4
H 5.43203 -0.22494 18.72038 -0.2 -1.0 0.1
H 6.84301 -0.43882 19.57086 0.2 0.5 1.1
H 6.01170 -1.87153 19.33100 -0.7 0.0 -0.2
H 4.67187 0.18202 20.65782 1.0 -0.9 -0.7
C 5.31289 0.36710 22.85600 1.8 0.2 2.0
O 5.60056 -0.97693 22.62960 0.5 -0.9 3.1
H 5.82196 0.63718 23.78120 -0.2 0.4 0.3
H 5.83443 0.95165 22.09812 -0.6 0.4 -0.1
H 4.25419 0.57585 23.01000 0.4 -0.5 -0.2
H 6.55330 -1.04183 22.72794 0.2 -0.4 0.1
C 2.04679 -1.02755 19.02498 0.7 -0.9 -0.7
O 2.80411 -2.17888 18.96582 0.2 -0.8 -0.6
H 1.15383 -0.88476 18.41644 0.2 -1.8 -0.4
H 1.76910 -0.81427 20.05721 0.3 -1.8 -0.5
H 2.65717 -0.17478 18.72778 0.0 -0.7 -0.5
H 2.75948 -2.61217 19.82131 0.2 -0.1 -0.1
```
Positions in Å, forces in eV/Å.

---

Here is the molecule C5H8O from OMol25. Energies are from ωB97M-V with the def2-TZVPD basis set.

- HOMO-LUMO gap (eV) = 10.709
- highest occupied orbital energy (eV) = -9.61
- SMILES = C[C@]12CC[C@H]1O2

The geometry in XYZ format:
```
14
Properties=species:S:1:pos:R:3:forces:R:3
C 1.07795 0.69495 -1.40318 -0.1 0.1 0.0
C 0.07785 0.31144 -0.36601 0.3 0.0 0.0
C 0.23702 0.25889 1.15558 0.1 0.0 0.1
C -0.80862 -0.90676 1.19130 -0.2 0.1 -0.1
C -0.97158 -0.71475 -0.34164 0.0 -0.1 0.4
O -1.27981 0.66877 -0.53493 -0.4 0.5 -0.1
H 2.03224 0.19181 -1.21560 -0.1 0.1 0.0
H 1.23715 1.77656 -1.37695 0.1 -0.1 -0.1
H 0.71785 0.41737 -2.39857 0.1 0.1 0.2
H 1.23555 -0.03004 1.48726 -0.1 -0.1 0.1
H -0.06816 1.19244 1.64239 0.1 -0.2 -0.1
H -0.34637 -1.83423 1.56208 -0.2 0.2 -0.5
H -1.73620 -0.73315 1.74358 0.2 0.1 0.0
H -1.40486 -1.29330 -1.14533 0.3 -0.6 0.2
```
Positions in Å, forces in eV/Å.

---

Question: What is the highest occupied orbital energy in the second record?
Answer: -11.93 eV

---

Question: The lowest highest occupied orbital energy belongs to which entry?
Answer: C8H30AlO8